# 1
16
Properties=species:S:1:pos:R:3 method="wB97M-V/def2-TZVPD" e_lumo_ev=2.953 orbital_gap_ev=6.8 de_lowest_kcal_mol=23.4 charge=-1
C 0.082 2.364 2.031
S 0.882 3.677 1.132
H 1.848 3.005 0.493
H -0.801 2.819 2.507
H 0.479 2.040 3.000
H -0.264 1.534 1.425
C -1.399 -2.325 -1.098
C -1.530 -1.263 -2.219
C 0.065 -2.346 -0.514
O 0.902 -1.544 -0.972
O 0.201 -3.171 0.422
H -2.100 -1.971 -0.346
H -1.592 -3.320 -1.490
H -1.368 -1.592 -3.234
H -0.743 -0.515 -2.120
H -2.534 -0.837 -2.133

=====

# 2
16
Properties=species:S:1:pos:R:3 method="wB97M-V/def2-TZVPD" e_lumo_ev=3.531 orbital_gap_ev=7.3 de_lowest_kcal_mol=32.5 charge=-1
C -2.042 -1.667 0.690
C -0.613 -1.081 0.491
O -2.465 -2.070 -0.613
H -1.873 -2.518 1.368
H -2.770 -0.887 0.945
H -0.641 -0.227 -0.184
H -2.469 -1.309 -1.197
H 0.145 -1.683 0.046
H -0.220 -0.739 1.478
C 2.255 1.338 -0.849
C 1.275 2.221 0.007
O 0.889 1.624 1.059
O 1.088 3.416 -0.259
H 2.117 1.759 -1.871
H 2.051 0.297 -0.639
H 3.274 1.525 -0.473